DFT (ωB97M-V/def2-TZVPD) results for the molecule C2H3NO4 in a non-equilibrium geometry.

The SMILES is [H]/N=C(/O)OC(=O)O. The spin multiplicity is 1. The energy relative to the best compared isomer or geometry (same formula, charge and spin) is 24.1 kcal per mole. For the LUMO energy, the calculation gives 0.37 eV. Its orbital gap is 10.2 eV. The calculation puts the HOMO energy at -9.87 eV. For the calculated total energy, the calculation gives -11802.264 eV. The value obtained for the maximum force is 0.059 hartree/bohr.

Last column: Mulliken charge in e.
Geometry (Å):
H  0.83  -1.80  -0.50  0.304
N  0.85  -1.33  0.38  -0.621
C  0.50  -0.22  0.83  0.611
O  0.90  0.29  1.99  -0.473
O  -0.49  0.54  0.29  -0.310
C  -0.78  0.23  -1.09  0.643
O  -0.94  -0.84  -1.56  -0.459
O  -1.27  1.32  -1.65  -0.428
H  1.55  -0.30  2.39  0.373
H  -1.15  2.10  -1.08  0.359

DFT (ωB97M-V/def2-TZVPD) results for the molecule C2H3NO4 in a non-equilibrium geometry.

The SMILES is [H]/N=C(\O)OC(=O)O. The spin multiplicity is 1. The energy relative to the best compared isomer or geometry (same formula, charge and spin) is 32.3 kcal per mole. For the LUMO energy, the calculation gives 0.18 eV. Its orbital gap is 11.0 eV. The calculation puts the HOMO energy at -10.86 eV. For the calculated total energy, the calculation gives -11801.909 eV. The value obtained for the maximum force is 0.073 hartree/bohr.

Last column: Mulliken charge in e.
Geometry (Å):
H  2.98  0.53  -0.32  0.285
N  2.14  1.04  -0.09  -0.588
C  1.14  0.34  0.12  0.622
O  0.94  -0.99  -0.32  -0.555
O  -0.07  0.87  0.40  -0.298
C  -1.14  -0.06  0.11  0.761
O  -1.36  -1.08  0.70  -0.558
O  -2.08  0.65  -0.52  -0.408
H  0.41  -1.61  0.21  0.368
H  -2.96  0.30  -0.30  0.371

DFT (ωB97M-V/def2-TZVPD) results for a structure of composition C2H3NOS in a non-equilibrium geometry.

The spin multiplicity is 1. The energy relative to the best compared isomer or geometry (same formula, charge and spin) is 59.9 kcal per mole. For the LUMO energy, the calculation gives 0.82 eV. Its orbital gap is 9.3 eV. The calculation puts the HOMO energy at -8.49 eV. For the calculated total energy, the calculation gives -16492.603 eV. The value obtained for the maximum force is 0.111 hartree/bohr.

Last column: Mulliken charge in e.
Geometry (Å):
C  -0.37  -0.92  -0.85  -0.215
C  0.43  -0.22  1.29  0.030
H  0.26  -1.19  -1.81  0.243
H  -1.44  -1.18  -0.94  0.260
H  0.42  -0.30  2.58  0.286
N  0.13  0.85  0.84  -0.219
O  0.44  -1.28  0.31  -0.362
S  -0.25  0.86  -0.68  -0.023

DFT (ωB97M-V/def2-TZVPD) results for the molecule C2H3NOS in a non-equilibrium geometry.

The spin multiplicity is 1. The energy relative to the best compared isomer or geometry (same formula, charge and spin) is 69.3 kcal per mole. For the LUMO energy (spin up / spin down), the calculation gives -1.20 / -1.20 eV. Its orbital gap (spin up / spin down) is 7.6 / 7.6 eV. The calculation puts the HOMO energy (spin up / spin down) at -8.77 / -8.77 eV. For the calculated total energy, the calculation gives -16492.195 eV. The value obtained for the maximum force is 0.108 hartree/bohr.

Last column: Mulliken charge in e.
Geometry (Å):
C  -0.38  0.62  0.41  -0.156
C  0.27  -1.55  0.89  0.066
N  -0.49  -0.51  1.00  -0.382
O  0.99  -3.91  1.11  -0.523
S  0.37  -2.80  1.93  0.304
H  -1.20  1.40  0.43  0.244
H  0.49  0.97  -0.28  0.213
H  0.89  -1.92  -0.16  0.234

DFT (ωB97M-V/def2-TZVPD) results for the molecule C2H3NOS in a non-equilibrium geometry.

The SMILES is C1=NOCS1. The spin multiplicity is 1. The energy relative to the best compared isomer or geometry (same formula, charge and spin) is 55.6 kcal per mole. For the LUMO energy, the calculation gives 0.66 eV. Its orbital gap is 9.4 eV. The calculation puts the HOMO energy at -8.78 eV. For the calculated total energy, the calculation gives -16492.788 eV. The value obtained for the maximum force is 0.088 hartree/bohr.

Last column: Mulliken charge in e.
Geometry (Å):
C  0.15  1.23  0.00  -0.085
N  -1.11  0.95  -0.06  -0.272
O  -1.14  -0.43  -0.29  -0.187
C  0.06  -0.98  0.04  -0.305
S  1.40  0.15  -0.17  -0.087
H  0.36  2.29  -0.09  0.361
H  0.27  -1.92  -0.53  0.320
H  0.01  -1.29  1.09  0.256

DFT (ωB97M-V/def2-TZVPD) results for a structure of composition C2H3NOS in a non-equilibrium geometry.

The spin multiplicity is 3. The energy relative to the best compared isomer or geometry (same formula, charge and spin) is 35.3 kcal per mole. For the LUMO energy (spin up / spin down), the calculation gives 0.85 / -2.10 eV. Its orbital gap (spin up / spin down) is 6.5 / 8.5 eV. The calculation puts the HOMO energy (spin up / spin down) at -5.64 / -10.57 eV. For the calculated total energy, the calculation gives -16491.553 eV. The value obtained for the maximum force is 0.076 hartree/bohr.

Last column: Mulliken charge in e.
Geometry (Å):
C  0.52  0.51  -0.20  0.349
C  -0.78  -0.21  -0.59  -0.341
N  0.69  -0.10  1.00  -0.015
O  1.18  1.34  -0.75  -0.539
S  -0.70  -1.13  0.98  -0.174
H  -1.64  0.44  -0.67  0.257
H  -0.69  -0.85  -1.47  0.257
H  1.41  0.00  1.69  0.205

DFT (ωB97M-V/def2-TZVPD) results for the molecule C2H3NOS2 in a non-equilibrium geometry.

The SMILES is ON(C=S)C=S. The spin multiplicity is 1. The energy relative to the best compared isomer or geometry (same formula, charge and spin) is 57.5 kcal per mole. For the LUMO energy, the calculation gives -0.92 eV. Its orbital gap is 8.2 eV. The calculation puts the HOMO energy at -9.09 eV. For the calculated total energy, the calculation gives -27328.283 eV. The value obtained for the maximum force is 0.020 hartree/bohr.

Last column: Mulliken charge in e.
Geometry (Å):
O  0.01  1.31  -0.17  -0.352
N  0.00  -0.04  -0.07  0.239
C  -1.21  -0.70  -0.04  -0.072
S  -2.67  0.00  0.06  -0.243
C  1.20  -0.69  -0.04  -0.096
S  2.67  0.00  0.06  -0.242
H  -0.02  1.67  0.73  0.337
H  -1.06  -1.77  -0.05  0.210
H  1.06  -1.75  -0.07  0.220

DFT (ωB97M-V/def2-TZVPD) results for the molecule C2H3NOS2 in a non-equilibrium geometry.

The SMILES is [S-][N+]1=CCOS1. The spin multiplicity is 1. The energy relative to the best compared isomer or geometry (same formula, charge and spin) is 87.8 kcal per mole. For the LUMO energy (spin up / spin down), the calculation gives -1.27 / -1.27 eV. Its orbital gap (spin up / spin down) is 7.0 / 7.0 eV. The calculation puts the HOMO energy (spin up / spin down) at -8.23 / -8.23 eV. For the calculated total energy, the calculation gives -27326.970 eV. The value obtained for the maximum force is 0.059 hartree/bohr.

Last column: Mulliken charge in e.
Geometry (Å):
S  -2.47  -1.48  0.05  -0.238
N  -1.19  -0.51  0.16  -0.144
C  0.09  -0.76  -0.03  -0.038
C  1.02  0.42  0.06  -0.251
O  0.21  1.49  -0.41  -0.320
S  -1.29  1.57  0.28  0.149
H  0.52  -1.74  -0.38  0.335
H  1.37  0.75  1.02  0.255
H  1.73  0.26  -0.75  0.251

DFT (ωB97M-V/def2-TZVPD) results for the molecule C2H3NOS2.

The SMILES is O=CN(S)C=S. The spin multiplicity is 1. The energy relative to the best compared isomer or geometry (same formula, charge and spin) is 25.4 kcal per mole. For the LUMO energy, the calculation gives -0.55 eV. Its orbital gap is 8.7 eV. The calculation puts the HOMO energy at -9.25 eV. For the calculated total energy, the calculation gives -27329.678 eV. The value obtained for the maximum force is 0.018 hartree/bohr.

Last column: Mulliken charge in e.
Geometry (Å):
O  -1.34  -1.59  -1.15  -0.525
C  -0.31  -1.13  -0.71  0.176
N  -0.27  0.07  0.00  0.003
S  -1.76  0.94  0.27  -0.101
C  0.89  0.61  0.50  0.082
S  2.40  0.02  0.40  -0.306
H  0.67  -1.59  -0.83  0.245
H  -2.48  0.02  -0.37  0.184
H  0.71  1.55  1.02  0.241

DFT (ωB97M-V/def2-TZVPD) results for the molecule C2H3NOS2 in a non-equilibrium geometry.

The SMILES is ON(C=S)C=S. The spin multiplicity is 1. The energy relative to the best compared isomer or geometry (same formula, charge and spin) is 89.0 kcal per mole. For the LUMO energy, the calculation gives -1.39 eV. Its orbital gap is 7.7 eV. The calculation puts the HOMO energy at -9.11 eV. For the calculated total energy, the calculation gives -27326.918 eV. The value obtained for the maximum force is 0.078 hartree/bohr.

Last column: Mulliken charge in e.
Geometry (Å):
O  -0.03  1.61  0.16  -0.353
N  -0.01  0.20  -0.11  0.208
C  1.09  -0.51  -0.28  -0.067
S  2.59  0.11  0.08  -0.281
C  -1.24  -0.43  0.25  -0.155
S  -2.76  0.14  -0.04  -0.179
H  0.56  1.96  -0.59  0.354
H  0.72  -1.54  -0.31  0.266
H  -0.92  -1.54  0.85  0.208

DFT (ωB97M-V/def2-TZVPD) results for the molecule C2H3NOS2 in a non-equilibrium geometry.

The SMILES is O=CNSC=S. The spin multiplicity is 1. The energy relative to the best compared isomer or geometry (same formula, charge and spin) is 24.2 kcal per mole. For the LUMO energy, the calculation gives -0.75 eV. Its orbital gap is 8.5 eV. The calculation puts the HOMO energy at -9.30 eV. For the calculated total energy, the calculation gives -27329.728 eV. The value obtained for the maximum force is 0.048 hartree/bohr.

Last column: Mulliken charge in e.
Geometry (Å):
O  -2.77  -0.39  -0.14  -0.516
C  -1.63  -0.13  -0.48  0.106
N  -0.71  0.44  0.32  -0.243
S  0.75  0.94  -0.25  0.062
C  1.85  -0.28  0.25  -0.163
S  3.41  -0.14  -0.23  -0.206
H  -1.23  -0.37  -1.42  0.352
H  -1.09  1.00  1.08  0.290
H  1.42  -1.06  0.89  0.318

DFT (ωB97M-V/def2-TZVPD) results for the molecule C2H3NOS2 in a non-equilibrium geometry.

The SMILES is O/N=C/SC=S. The spin multiplicity is 1. The energy relative to the best compared isomer or geometry (same formula, charge and spin) is 90.7 kcal per mole. For the LUMO energy, the calculation gives -0.69 eV. Its orbital gap is 8.5 eV. The calculation puts the HOMO energy at -9.15 eV. For the calculated total energy, the calculation gives -27326.844 eV. The value obtained for the maximum force is 0.104 hartree/bohr.

Last column: Mulliken charge in e.
Geometry (Å):
O  -2.03  -1.25  -0.74  -0.424
N  -0.64  -1.31  -1.09  -0.285
C  -0.05  -0.55  -0.26  -0.061
S  1.71  0.13  -0.36  0.020
C  1.29  1.49  0.71  -0.067
S  2.53  2.47  1.18  -0.197
H  -2.49  -2.18  -1.24  0.369
H  -0.59  -0.28  0.58  0.435
H  0.27  1.48  1.22  0.212